No. 1
55
Properties=species:S:1:pos:R:3:mulliken_charge:R:1 method="wB97M-V/def2-TZVPD" e_above_lowest_kj_mol=301.6 orbital_gap_ha=0.3433 homo_ev=-11.69 spin_multiplicity=1 charge=+1 lumo_ev=-2.4
C -0.309 -2.564 0.129 -0.013
C 1.141 -2.259 -0.186 -0.327
C 1.933 -2.161 1.149 -0.850
C 1.940 2.474 1.301 -1.370
C 1.083 1.581 1.796 -0.443
C 1.164 0.137 1.588 0.333
C 2.196 -0.696 1.441 -0.074
N -1.270 -2.172 -0.951 0.157
H -0.483 -3.590 0.431 0.122
H -0.443 -1.890 0.927 -0.252
H 1.302 -1.442 -0.906 -0.084
H 1.616 -2.940 -0.915 0.487
H 2.859 -2.729 1.217 0.416
H 1.291 -2.726 1.806 0.322
H 1.852 3.523 1.562 0.467
H 2.811 2.283 0.683 0.406
H 0.212 1.923 2.341 0.355
H 0.184 -0.325 1.619 0.233
H 3.211 -0.343 1.578 0.474
H -0.890 -2.315 -1.911 0.543
H -1.363 -1.164 -0.919 -0.162
H -2.186 -2.582 -0.803 0.418
H 0.163 2.514 -2.608 0.302
H -1.199 2.007 -3.263 0.274
O -0.265 1.831 -3.151 -0.560
H 1.261 3.561 -0.643 0.257
H 0.315 4.462 -1.516 0.273
O 0.932 3.727 -1.536 -0.608
H -0.868 -3.352 3.642 0.310
H -0.056 -2.172 3.100 0.232
O -0.905 -2.649 2.987 -0.622
H 1.153 -0.160 4.382 0.271
H 1.713 -1.628 4.646 0.280
O 1.070 -1.089 4.183 -0.566
H 2.670 -0.287 -2.655 0.275
H 1.283 0.193 -2.257 0.264
O 1.747 -0.550 -2.658 -0.573
H 3.441 2.668 -2.418 0.279
H 2.249 2.156 -3.276 0.314
O 2.947 1.887 -2.674 -0.610
H -1.797 -2.385 -3.695 0.338
H -0.554 -1.529 -4.191 0.338
O -0.838 -2.341 -3.759 -0.720
H -2.639 0.379 -1.997 0.243
H -4.079 0.954 -2.169 0.305
O -3.561 0.150 -2.127 -0.656
H -3.670 -0.378 3.119 0.292
H -2.492 -1.046 2.563 0.283
O -3.188 -0.438 2.285 -0.589
H -1.896 3.134 2.568 0.282
H -3.288 2.486 2.212 0.260
O -2.381 2.596 1.939 -0.524
H -0.546 1.837 -0.320 0.229
H -1.349 1.129 0.669 0.117
O -1.268 1.196 -0.291 -0.144



No. 2
56
Properties=species:S:1:pos:R:3:mulliken_charge:R:1 method="wB97M-V/def2-TZVPD" e_above_lowest_kj_mol=0.0 orbital_gap_ha="0.3557 / 0.2038" s_squared=0.763 homo_ev="-13.65 / -13.57" spin_multiplicity=2 charge=+1 lumo_ev="-4.0 / -8.0"
C -1.507 0.187 -3.240 -0.736
O -0.688 -0.829 -2.717 -0.530
C -1.222 1.635 -2.886 -0.371
C -1.692 2.160 -1.475 -0.933
C -0.812 1.692 -0.413 1.683
C -0.805 0.415 0.034 -0.700
C 1.414 2.499 0.050 -1.547
C 0.098 2.654 0.206 0.191
H -1.548 0.087 -4.335 0.367
H -2.524 0.019 -2.879 0.337
H 0.308 -0.706 -2.763 0.422
H -0.143 1.841 -3.001 0.151
H -1.648 2.258 -3.692 0.454
H -1.796 3.229 -1.587 0.444
H -2.734 1.800 -1.368 0.381
H -1.366 -0.443 -0.351 -0.214
H -0.077 -0.057 0.706 0.616
H 2.105 3.338 0.124 0.216
H 2.008 1.633 -0.179 0.470
H -0.329 3.465 0.790 0.391
H -0.072 -1.763 -1.228 0.215
H -0.164 -3.235 -0.825 0.427
O 0.477 -2.483 -0.862 -0.572
H 1.991 -0.406 -1.303 0.276
H 2.462 -1.143 -2.488 0.359
O 1.847 -0.427 -2.282 -0.591
H 1.501 3.149 -2.379 0.267
H 2.877 2.587 -2.435 0.356
O 2.317 3.229 -2.894 -0.631
H 2.484 0.616 3.114 0.459
H 1.685 1.706 2.352 0.344
O 2.585 1.446 2.564 -0.767
H -1.886 -4.444 -0.780 0.336
H -1.207 -4.863 -2.131 0.331
O -1.065 -4.746 -1.194 -0.701
H -3.240 -0.247 -0.043 0.275
H -4.461 -0.994 0.386 0.300
O -3.624 -1.132 -0.081 -0.639
H -2.451 -2.170 0.878 0.383
H -1.268 -2.287 1.881 0.291
O -2.140 -2.631 1.679 -0.631
H -0.543 1.009 3.844 0.289
H -1.335 0.573 2.566 0.262
O -0.622 0.332 3.168 -0.516
H 1.997 -1.219 3.476 0.311
H 3.303 -1.252 4.169 0.350
O 2.513 -0.694 4.128 -0.704
H 2.764 -1.198 0.595 0.278
H 2.619 0.365 1.154 0.277
O 2.643 -0.251 0.371 -0.741
H 1.305 -2.943 0.764 0.297
H 2.736 -2.965 1.305 0.305
O 1.883 -2.534 1.449 -0.568
H -2.328 2.836 1.965 0.299
H -3.082 2.521 3.194 0.283
O -2.660 2.073 2.453 -0.600



No. 3
57
Properties=species:S:1:pos:R:3:mulliken_charge:R:1 method="wB97M-V/def2-TZVPD" e_above_lowest_kj_mol=478.2 orbital_gap_ha=0.3198 homo_ev=-8.89 spin_multiplicity=1 charge=0 lumo_ev=-0.2
C 1.154 0.208 2.135 -0.409
C 0.756 0.049 0.661 0.189
C -0.290 1.099 0.372 0.235
C -0.122 2.313 -0.178 -0.405
C -1.168 3.418 -0.044 -1.341
C -2.374 0.929 1.720 -0.788
C -1.704 0.679 0.604 1.292
N 2.035 1.379 2.267 -0.620
H 0.310 0.362 2.807 0.217
H 1.655 -0.733 2.383 0.508
H 1.560 0.025 -0.067 0.648
H 0.348 -0.971 0.576 -0.269
H 0.851 2.740 -0.376 0.751
H -2.115 2.949 -0.298 0.328
H -1.265 3.652 1.020 0.269
H -0.816 4.400 -0.363 0.402
H -1.795 1.571 2.387 0.010
H -3.360 0.649 1.981 0.416
H -2.039 -0.072 -0.082 -1.089
H 2.842 1.432 2.850 0.232
H 2.200 1.750 1.349 -0.035
H -1.583 -0.210 -4.499 0.273
H -1.167 -0.611 -2.978 0.386
O -0.898 -0.361 -3.857 -0.659
H -3.997 0.451 -1.076 0.350
H -5.225 1.026 -0.246 0.241
O -4.293 0.795 -0.229 -0.581
H -2.439 -3.986 0.263 0.351
H -2.146 -2.566 -0.031 0.338
O -2.565 -3.106 0.626 -0.636
H -0.482 -2.127 3.131 0.242
H -1.543 -2.488 2.111 0.301
O -0.590 -2.332 2.211 -0.500
H -0.426 -3.192 -4.265 0.269
H 0.261 -1.731 -4.214 0.355
O 0.258 -2.652 -3.871 -0.622
H 2.928 -1.902 -1.559 0.231
H 4.193 -1.238 -1.924 0.343
O 3.872 -2.058 -1.530 -0.612
H -0.456 3.074 4.039 0.298
H 0.993 2.608 3.559 0.344
O 0.435 3.337 3.852 -0.672
H -2.341 -1.076 -1.338 -0.125
H -3.810 -1.343 -1.430 0.457
O -3.072 -0.987 -1.939 -0.808
H 1.552 2.617 -2.464 0.286
H 2.765 3.566 -2.029 0.302
O 2.366 2.697 -1.964 -0.618
H 3.464 1.011 0.510 0.281
H 3.816 2.007 -0.600 0.354
O 4.152 1.241 -0.126 -0.694
H 4.028 -2.164 0.693 0.351
H 2.358 -1.956 0.511 0.237
O 3.137 -2.127 1.021 -0.590
H -0.310 -4.123 -1.423 0.323
H 0.296 -3.599 -0.124 0.313
O -0.199 -4.325 -0.517 -0.653



No. 4
57
Properties=species:S:1:pos:R:3:mulliken_charge:R:1 method="wB97M-V/def2-TZVPD" e_above_lowest_kj_mol=462.4 orbital_gap_ha=0.3572 homo_ev=-7.13 spin_multiplicity=1 charge=-1 lumo_ev=2.6
C -0.066 -1.541 -3.893 -1.210
O -0.513 -0.678 -4.889 -0.567
C 0.454 -0.782 -2.747 1.341
C 1.058 -1.811 -1.820 -0.814
C 1.403 -1.115 -0.499 -0.283
C 2.903 -1.275 -0.325 -0.612
C 3.606 -0.254 0.524 -0.254
C 3.023 0.832 0.965 -0.862
H 0.619 -2.207 -4.454 0.374
H -0.868 -2.314 -3.858 0.354
H 1.247 0.022 -2.999 -0.141
H -0.233 -0.135 -2.279 0.096
H 1.764 -2.409 -2.479 0.293
H 0.246 -2.608 -1.719 0.421
H 1.035 -0.146 -0.591 0.225
H 0.835 -1.666 0.210 0.053
H 3.030 -2.377 0.027 0.332
H 3.309 -1.386 -1.317 0.762
H 4.592 -0.570 0.912 0.308
H 3.267 1.511 1.717 0.381
H 1.945 0.983 1.006 0.069
H 0.452 2.007 -2.655 0.371
H 0.999 2.218 -4.058 0.317
O 1.171 2.420 -3.129 -0.667
H -0.656 -2.642 0.634 0.329
H -1.794 -2.437 1.390 0.442
O -1.056 -3.121 1.378 -0.672
H 1.101 -2.623 3.043 0.331
H 0.994 -3.647 1.901 0.340
O 1.626 -3.412 2.618 -0.660
H 3.055 1.270 -2.581 0.314
H 3.057 -0.208 -2.130 -0.045
O 3.536 0.470 -2.650 -0.716
H -3.835 0.854 0.097 0.314
H -1.271 -0.195 -4.568 0.309
O -3.587 1.545 -0.408 -0.656
H -3.413 2.118 2.060 0.308
H -1.892 3.667 2.743 0.099
O -1.442 2.895 2.772 -0.939
H -2.101 0.412 4.348 0.200
H -1.719 1.510 2.928 0.363
O -2.129 0.607 3.401 -0.833
H -1.941 1.266 -2.244 0.273
H -0.983 1.815 -1.202 0.255
O -1.080 1.350 -2.031 -0.611
H -2.918 -0.957 2.710 0.550
H -3.307 -2.475 2.991 0.304
O -3.267 -1.738 2.318 -0.719
H -0.672 2.719 1.361 0.355
H 0.385 2.986 0.214 0.279
O -0.179 2.346 0.522 -0.664
H -3.385 0.733 2.319 0.343
H -2.662 1.776 0.098 0.311
O -4.041 1.340 1.988 -0.796
H -0.151 0.934 4.187 0.318
H -0.026 2.452 3.800 0.392
O 0.474 1.672 4.343 -0.708



No. 5
58
Properties=species:S:1:pos:R:3:mulliken_charge:R:1 method="wB97M-V/def2-TZVPD" e_above_lowest_kj_mol=269.0 orbital_gap_ha=0.3471 homo_ev=-9.11 spin_multiplicity=1 charge=0 lumo_ev=0.3 smiles=CC(C)CNC(C)C.O.O.O.O.O.O.O.O.O.O.O
C -1.242 0.860 3.323 -1.796
C -0.170 1.373 2.407 1.312
C 1.032 0.414 2.226 -1.312
C -0.676 1.801 0.996 -1.413
N -1.160 3.157 0.755 -0.102
C -0.239 4.175 0.295 0.129
C 1.154 4.242 0.936 -0.906
C -0.174 4.162 -1.274 -0.897
H -1.840 0.106 2.799 0.341
H -0.886 0.328 4.208 0.461
H -1.924 1.590 3.755 0.378
H 0.327 2.262 2.801 0.217
H 0.843 -0.542 2.713 0.244
H 1.327 0.176 1.199 0.335
H 1.982 0.841 2.550 0.305
H -1.504 1.108 0.794 0.308
H 0.169 1.732 0.327 0.466
H -1.767 3.490 1.490 0.263
H -0.693 5.149 0.380 0.358
H 1.293 4.991 1.716 0.291
H 1.934 4.481 0.222 0.371
H 1.334 3.270 1.379 0.067
H 0.849 4.319 -1.621 0.306
H -0.617 3.257 -1.688 -0.065
H -0.728 4.995 -1.709 0.348
O -0.391 0.351 -3.991 -0.600
H -1.260 0.075 -3.662 0.373
H -0.314 1.301 -3.948 0.268
O 2.738 -4.211 -1.379 -0.694
H 2.641 -3.415 -1.928 0.317
H 2.039 -4.840 -1.639 0.379
O 2.318 -0.892 -3.208 -0.591
H 1.422 -0.562 -3.055 0.339
H 2.803 -0.098 -3.453 0.281
O 0.236 -2.635 1.334 -0.613
H 0.612 -3.273 0.717 0.281
H 0.766 -2.680 2.157 0.296
O -3.223 2.500 -1.629 -0.610
H -2.841 2.628 -0.752 0.317
H -2.909 3.176 -2.216 0.289
O 1.956 -3.297 3.449 -0.713
H 2.532 -2.579 3.715 0.306
H 2.311 -3.573 2.585 0.419
O -0.749 -2.121 -1.605 -0.469
H -1.634 -2.423 -1.510 0.302
H -0.666 -1.555 -0.831 0.180
O -2.304 -2.959 0.508 -0.658
H -2.875 -3.242 1.219 0.272
H -1.370 -2.861 0.797 0.460
O -3.114 0.100 -3.023 -0.642
H -3.069 0.260 -2.069 0.293
H -3.984 0.441 -3.130 0.292
O 0.428 -5.456 -2.156 -0.669
H -0.256 -5.600 -1.502 0.307
H 0.128 -4.935 -2.887 0.311
O 3.276 -3.331 1.049 -0.744
H 2.948 -2.424 0.967 0.313
H 3.183 -3.608 0.095 0.399



No. 6
27
Properties=species:S:1:pos:R:3:mulliken_charge:R:1 method="wB97M-V/def2-TZVPD" e_above_lowest_kj_mol=20.2 orbital_gap_ha=0.2560 homo_ev=-8.42 spin_multiplicity=1 charge=0 lumo_ev=-1.5
Re -0.447 -1.200 -0.366 1.378
O 2.028 4.152 1.465 -0.516
C 1.565 2.952 1.070 1.101
C 2.002 2.310 -0.086 -0.490
C 1.469 1.082 -0.388 0.037
N 0.559 0.492 0.387 -0.300
C 0.119 1.120 1.480 0.297
C 0.597 2.344 1.865 -0.653
C -0.945 0.346 2.190 0.409
O -1.491 0.754 3.183 -0.658
O -1.201 -0.775 1.564 -0.622
C 1.811 0.275 -1.603 0.415
O 2.604 0.663 -2.420 -0.649
O 1.176 -0.873 -1.605 -0.629
H 2.684 4.483 0.836 0.305
H 2.733 2.731 -0.765 0.469
H 0.216 2.809 2.763 0.567
S -0.054 -4.179 2.036 -0.152
As -0.689 -4.856 0.018 0.354
S -2.751 -1.950 -0.087 0.327
S 0.673 -3.062 0.374 -0.064
S -2.816 -4.013 -0.055 -0.166
O -0.958 -2.183 -2.121 -0.520
S -1.913 -1.066 -2.486 1.098
O -2.295 -0.946 -3.834 -0.552
O -1.445 0.145 -1.760 -0.575
O -3.231 -1.557 -1.655 -0.209



No. 7
14
Properties=species:S:1:pos:R:3:mulliken_charge:R:1 method="wB97M-V/def2-TZVPD" e_above_lowest_kj_mol=456.6 orbital_gap_ha=0.2803 homo_ev=-8.87 spin_multiplicity=1 charge=0 lumo_ev=-1.2
N 0.673 -0.493 3.255 -0.452
C 0.575 0.252 2.387 0.469
C 0.518 1.157 1.319 -0.880
C -0.488 0.978 0.258 0.487
Cl -1.619 2.296 0.162 -0.196
C -0.618 -0.049 -0.594 -0.347
C 0.348 -1.154 -0.568 -0.668
C 1.585 -0.782 -0.321 0.355
C 2.301 0.368 0.164 0.332
Cl 3.225 1.586 -0.556 -0.121
O 2.767 -0.922 0.349 -0.355
H 0.809 2.174 1.547 0.513
H -1.454 -0.091 -1.275 0.437
H 0.022 -2.165 -0.738 0.427



Which value of charge does entry 2 give? +1



Look up the charge of the fifth one. 0